No. 1
Formula: C5H11NO4S
Source: the Open Molecules 2025 dataset
Level of theory: ωB97M-V/def2-TZVPD

CARTESIAN COORDINATES (ANGSTROEM)
S  2.224  0.023  -0.075
O  -0.118  0.898  -1.130
O  -1.619  2.505  -0.665
O  1.818  1.176  1.110
O  3.170  -0.829  0.593
N  -1.119  -0.448  0.868
C  -0.176  -1.272  0.430
C  3.368  0.986  -1.138
C  -1.116  1.426  -0.760
C  -2.151  0.198  0.270
C  -3.076  0.907  1.171
H  0.643  -1.567  1.127
H  3.030  2.068  -1.245
H  -2.705  1.514  2.131
H  3.481  0.546  -2.148
H  4.284  1.038  -0.591
H  -3.497  1.669  0.471
H  -1.083  0.011  1.854
H  -0.026  -1.539  -0.568
H  -3.985  0.251  1.523
H  1.304  2.050  0.843
H  -2.756  -0.268  -0.675

Gap between HOMO and LUMO (spin up / spin down)   8.00 / 8.00 eV
HOMO (spin up / spin down)   -8.273 / -8.272 eV
Multiplicity   1

Atom charges from the Mulliken analysis, given in e for atoms 1 to 6: 0.84 -0.51 -0.59 -0.49 -0.64 0.02

=====

No. 2
Formula: C5H11NOS
Source: the Open Molecules 2025 dataset
Level of theory: ωB97M-V/def2-TZVPD

CARTESIAN COORDINATES (ANGSTROEM)
S  1.737  -0.715  2.737
O  1.377  -1.369  -1.018
N  -0.076  0.045  -2.020
C  -0.320  0.293  1.364
C  -0.530  -0.812  0.265
C  1.162  0.628  1.538
C  -1.411  0.620  -2.173
C  0.323  -0.771  -0.970
H  -0.147  -1.691  0.786
H  -1.556  0.987  -3.188
H  -2.263  -0.052  -2.001
H  -0.714  -0.105  2.298
H  -1.608  -0.932  0.132
H  3.070  -0.388  2.761
H  1.882  0.561  0.728
H  1.377  1.595  1.998
H  -1.577  1.395  -1.417
H  -0.894  1.165  1.053
H  0.168  -0.454  -2.872

Gap between HOMO and LUMO (spin up / spin down)   1.93 / 8.89 eV
HOMO (spin up / spin down)   1.066 / -6.014 eV
⟨S²⟩   0.750
Charge   -1
Multiplicity   2

Atom charges from the Mulliken analysis, given in e for atoms 1 to 6: -0.20 -0.44 0.75 -1.47 -0.83 -0.84

=====

No. 3
Formula: C5H11NOS
Source: the Open Molecules 2025 dataset
Level of theory: ωB97M-V/def2-TZVPD

CARTESIAN COORDINATES (ANGSTROEM)
S  1.173  -1.408  -0.314
O  0.826  -1.984  0.985
N  1.946  0.035  -0.028
C  1.953  0.984  -1.131
C  -2.226  -0.078  0.424
C  -2.721  -1.145  -0.573
C  1.889  0.566  1.306
C  -1.750  -0.152  -0.941
H  -3.017  0.557  0.882
H  -3.808  -1.310  -0.805
H  2.689  1.127  1.692
H  -1.637  -0.308  1.269
H  1.125  1.893  -1.075
H  1.591  -0.222  1.876
H  2.999  1.340  -1.044
H  -2.400  -2.071  -0.234
H  1.079  1.197  1.473
H  1.896  0.523  -2.016
H  -1.608  0.454  -1.746

Gap between HOMO and LUMO (spin up / spin down)   8.23 / 7.61 eV
HOMO (spin up / spin down)   -8.218 / -7.370 eV
Multiplicity   1

Atom charges from the Mulliken analysis, given in e for atoms 1 to 6: 0.34 -0.52 0.02 -0.96 -0.41 -0.42

=====

The following energy relative to the best compared isomer or geometry (same formula, charge and spin) values (in kcal per mole) correspond, in order, to the records above: 114.8, 11.6, 159.6.
The following E values (in a.u.) correspond, in order, to the records above: -950.87869, -725.24147, -725.07061.